Entry from OMol25: a 3-piece molecular cluster, C7H9N4O2 overall in a non-equilibrium geometry (ωB97M-V/def2-TZVPD).

Output
Largest force on an atom ... 0.0781 hartree/bohr
Spin multiplicity ... 1
M ... 181.18 g/mol
Energy above the lowest of the compared OMol25 structures with the same formula, charge and spin ... 168.3 kJ/mol
HOMO ... -13.2 eV
Charge ... +1
Gap between HOMO and LUMO ... 9.324 eV

Cartesian coordinates (Å):
O: -1.683752 1.924856 -0.231971
O: -3.852502 2.367384 0.375136
N: -0.041272 -0.787955 0.613732
N: 1.331950 1.265776 1.320683
N: 2.955372 1.559760 -0.887564
N: -0.557759 -1.763680 -1.505263
C: 0.055488 -0.893689 -0.685483
C: 1.023072 -0.056081 -1.386655
C: -2.792131 2.109954 0.039616
C: -1.446389 -2.579207 -0.923681
C: -0.823336 -1.624767 1.219557
C: -1.718661 -2.463024 0.423735
C: 1.943712 0.736434 -0.891073
H: 3.914261 1.367815 -1.047649
H: -2.467968 -3.036282 0.927851
H: -2.129499 -3.244990 -1.468306
H: 1.094482 0.604751 1.986524
H: 2.093874 1.754833 1.720709
H: 2.722060 2.512167 -0.619953
H: 0.497414 1.840059 1.225166
H: 0.776523 0.087790 -2.512182
H: -0.894938 -1.681904 2.307081

Force components x, y, z for each atom (eV/Å):
0.8924 -0.4760 -0.4456
-1.4006 -0.0053 0.1487
0.7771 -0.1445 0.9532
-0.0265 0.9093 -1.6351
-2.5856 -0.0160 0.0147
0.1610 0.1580 0.3523
-0.2026 -1.3066 -1.5393
0.0550 1.8977 -1.4571
0.5441 0.4773 0.3079
-1.2877 0.7033 0.7371
-3.2433 -2.0287 -1.2225
2.2222 0.8754 1.6968
0.7205 0.4111 -0.2322
0.8038 -0.7453 -0.1761
-0.2560 -0.3639 0.0430
0.8939 0.2862 -0.4769
-0.5521 -1.9363 1.1733
0.7807 1.1578 0.3278
0.2905 -0.0368 -0.1307
0.2743 0.2283 -0.0670
0.9630 -0.4004 1.8482
0.1759 0.3555 -0.2202

***

Entry from OMol25: C7H9N6 as an isolated structure in a non-equilibrium geometry (ωB97M-V/def2-TZVPD).

Output
Largest force on an atom ... 0.1355 hartree/bohr
Spin multiplicity ... 1
M ... 177.19 g/mol
Energy above the lowest of the compared OMol25 structures with the same formula, charge and spin ... 99.6 kJ/mol
HOMO ... -14.1 eV
Charge ... +1
Gap between HOMO and LUMO ... 9.523 eV

Cartesian coordinates (Å):
N: 2.184743 0.457946 1.769771
N: -1.089730 1.764832 0.687603
N: 1.844883 -3.293706 0.499879
N: 0.203883 2.326196 -1.101106
N: -1.466909 -1.583485 3.065187
N: -0.416915 0.126388 -0.890312
C: -0.811229 -0.946382 -0.133742
C: -0.578795 -1.518197 2.369936
C: -0.440901 1.380374 -0.445827
C: 1.113184 -2.533113 1.008992
C: 1.336242 -0.283791 1.696739
C: 0.404318 -0.147330 -2.072669
C: 0.404523 -1.377049 1.400042
H: 0.211364 3.213748 -0.862249
H: 0.166290 0.586583 -2.956388
H: 0.601933 2.027517 -1.903518
H: 1.409264 -0.139898 -1.806843
H: -1.857502 1.195406 1.231216
H: 0.149004 -1.177677 -2.489496
H: -1.041370 2.657891 0.931017
H: -1.686336 -0.753822 0.584390
H: -0.639944 -1.982431 -0.582622

Force components x, y, z for each atom (eV/Å):
1.6128 1.9603 0.2217
-1.9300 -6.6650 -0.6095
-1.9352 1.4860 1.2667
-1.2624 -4.7242 0.7337
-1.9540 -0.0719 1.5083
0.4850 -0.3068 -1.1629
0.3292 -1.9196 3.5732
0.1470 -0.3520 0.3640
-1.3678 1.6687 2.4551
2.8440 -2.6654 -1.9976
-1.7122 -2.0294 -0.8621
-2.2788 -0.5735 -2.9542
-0.1017 2.1322 -1.8059
-0.0393 5.1019 1.4354
0.4244 -1.3778 1.7348
1.8716 -0.3402 -2.9445
1.9452 0.1485 0.2620
2.3695 1.3555 -1.7266
0.2538 1.4304 0.7231
0.2511 4.6084 1.2735
1.0223 -0.6770 -1.7472
-0.9746 1.8109 0.2589

***

Entry from OMol25: a single C7H9NO molecule in a non-equilibrium geometry (ωB97M-V/def2-TZVPD).

Output
Structure (SMILES) ... [H]/N=C/[C@H](C)c1ccoc1
Largest force on an atom ... 0.0828 hartree/bohr
Spin multiplicity ... 1
M ... 123.15 g/mol
Energy above the lowest of the compared OMol25 structures with the same formula, charge and spin ... 363.7 kJ/mol
HOMO ... -8.5 eV
Gap between HOMO and LUMO ... 9.524 eV

Cartesian coordinates (Å):
O: -2.135388 -1.911175 0.838706
N: 0.317873 2.934929 -0.259013
C: -1.363825 -0.982607 1.372843
C: -1.082029 -0.929969 -0.776020
C: 2.041180 -0.257784 0.225020
C: 0.444487 0.703746 0.399964
C: -0.615998 -0.329030 0.398876
C: -1.982112 -1.892099 -0.451874
C: 0.519546 1.785381 -0.704604
H: 0.439821 1.277061 1.478076
H: 0.362609 3.729657 -0.809198
H: 2.416363 -0.683196 1.166067
H: 2.798631 0.446710 -0.201829
H: -1.403184 -0.841895 2.446215
H: 1.000693 1.388952 -1.709389
H: -2.394331 -2.559366 -1.159995
H: -1.079644 -0.754634 -1.890584
H: 1.715307 -1.124680 -0.363261

Force components x, y, z for each atom (eV/Å):
-1.5626 -1.6460 1.9333
-0.7526 -0.9424 1.2431
2.0506 1.9784 0.4698
-1.2778 -0.9137 -3.3676
-2.3560 1.7412 0.4194
3.1687 -0.3839 2.8173
-0.8068 0.0470 0.1028
1.4755 1.2746 -1.7406
1.2244 -2.1091 0.3120
0.2166 -1.3582 -2.8429
0.4912 1.5631 -1.9319
-0.3993 0.5678 0.0111
-0.6899 -0.9221 0.0746
-0.0343 -0.1902 -0.2410
-1.3193 1.1702 1.4670
-0.9799 -0.8036 0.1970
1.0948 0.3812 1.4837
0.4568 0.5458 -0.4071

***

Entry from OMol25: a 2-piece molecular cluster, C7H9NO2 overall in a non-equilibrium geometry (ωB97M-V/def2-TZVPD).

Output
Largest force on an atom ... 0.1199 hartree/bohr
Spin multiplicity ... 1
M ... 139.15 g/mol
Energy above the lowest of the compared OMol25 structures with the same formula, charge and spin ... 404.7 kJ/mol
HOMO ... -7.3 eV
Gap between HOMO and LUMO ... 8.192 eV

Cartesian coordinates (Å):
O: 2.571627 -0.171566 1.568783
O: -2.593913 -1.045588 1.305668
N: -0.143703 0.717104 -0.411454
C: 0.179565 0.018151 -1.629102
C: -1.865210 -0.817068 0.235216
C: 1.651279 0.029498 -1.934321
C: -2.110773 -0.248622 2.301785
C: -0.982024 0.353481 2.000660
C: 2.564296 0.691849 0.866434
C: -0.936473 0.165954 0.551746
H: 2.068440 0.344025 -0.995845
H: -2.434133 -0.222893 3.282007
H: 1.904551 0.642464 -2.841155
H: -0.368169 0.926422 2.600635
H: 0.882678 1.288157 -0.199180
H: 2.068254 -1.023842 -1.970614
H: -0.306862 0.623510 -2.393805
H: -2.093208 -1.229556 -0.768133
H: -0.056221 -1.041482 -1.569325

Force components x, y, z for each atom (eV/Å):
0.0187 -1.2860 0.9522
-1.9893 -0.0697 2.6357
5.3284 3.0524 0.5448
-0.6418 0.0571 -0.8265
2.0042 1.8873 -1.8329
0.9912 -1.1030 -0.4631
0.0218 -1.6290 0.1399
-0.3110 0.4378 -4.1259
0.4511 1.3570 -0.0045
0.5809 -1.6982 -0.3006
0.9427 0.7629 -0.6055
-1.6797 -0.8623 1.5045
0.1549 -0.6441 1.1478
0.9325 1.1600 1.0404
-4.5846 -1.8923 0.3369
-0.4665 1.1377 -0.6583
-0.5424 -0.9783 -0.5948
-0.2106 0.1971 1.2934
-1.0005 0.1136 -0.1834

***

Entry from OMol25: a single C7H9NO2S2 molecule in a non-equilibrium geometry (ωB97M-V/def2-TZVPD).

Output
Structure (SMILES) ... CO/N=C/C1=CC=C(CO)SS1
Largest force on an atom ... 0.1018 hartree/bohr
Spin multiplicity ... 1
M ... 203.29 g/mol
Energy above the lowest of the compared OMol25 structures with the same formula, charge and spin ... 410.9 kJ/mol
HOMO ... -8.1 eV
Gap between HOMO and LUMO ... 7.732 eV

Cartesian coordinates (Å):
S: 0.875131 -0.535125 0.115620
S: 0.774866 0.727603 1.755673
O: -0.134986 0.766684 4.390727
O: 0.311089 -0.261586 -4.208528
N: 0.604288 -0.475318 -2.904448
C: -1.623188 0.178153 -0.086485
C: -0.529115 0.011217 -0.815025
C: 1.418715 -0.366907 -5.092429
C: -0.938618 -0.132762 3.663020
C: -0.462376 -0.110235 -2.271088
C: -0.792250 0.132913 2.297546
C: -1.747048 -0.036779 1.328373
H: 0.649272 0.220388 4.642128
H: 0.974312 -0.362024 -6.068220
H: -0.879703 -1.174374 4.076871
H: 1.840780 -1.280211 -4.873931
H: 2.060604 0.522119 -5.008501
H: -1.381231 0.007397 -2.971220
H: -1.950968 0.204116 3.896150
H: -2.767479 -0.470465 1.680119
H: -2.541103 0.486232 -0.584008

Force components x, y, z for each atom (eV/Å):
0.8944 0.2776 -0.1221
0.2362 -0.3521 -0.6389
1.8420 -1.0169 1.0931
-0.5302 -0.0790 -1.6879
-0.7721 1.4212 1.3356
-1.5381 0.8235 -0.1476
1.1590 -1.3287 -0.1569
-1.1155 1.8488 0.4443
-2.0394 -0.1291 3.6254
-0.7074 -0.3198 -0.9470
-0.5645 -0.4520 -5.1864
-0.9899 -0.7568 2.4294
-0.6589 1.1513 -0.1125
-0.1489 -0.1196 -0.5454
0.3137 0.6353 -0.8394
1.7169 -1.8368 0.1199
0.1458 -0.5008 0.1716
1.2843 0.3383 1.6577
-0.3265 -0.3824 0.2351
1.7580 0.9600 -0.6333
0.0410 -0.1819 -0.0950

***

Entry from OMol25: an isolated ion of composition C7H9NO3P and charge -1 in a non-equilibrium geometry (ωB97M-V/def2-TZVPD).

Output
Structure (SMILES) ... C=C/C([O-])=N\CCCP1OC1=O
Largest force on an atom ... 0.0901 hartree/bohr
Spin multiplicity ... 1
M ... 186.13 g/mol
Energy above the lowest of the compared OMol25 structures with the same formula, charge and spin ... 426.1 kJ/mol
HOMO ... -4.3 eV
Charge ... -1
Gap between HOMO and LUMO ... 7.820 eV

Cartesian coordinates (Å):
P: -2.146742 0.771140 0.084809
O: -3.779692 -1.027612 -1.429032
O: 0.815177 2.769170 -1.003222
O: -4.066043 0.249962 0.494142
N: 0.327291 0.573812 -1.151941
C: -3.540080 -0.190272 -0.609736
C: 2.689926 1.415233 1.100134
C: 2.485082 1.197612 -0.224887
C: -1.369050 -0.772891 0.927748
C: 0.717082 -0.698428 -0.658796
C: 1.100205 1.624003 -0.836270
C: -0.611993 -1.516208 -0.162087
H: 1.080119 -1.220753 -1.568114
H: 1.911933 1.736317 1.662237
H: -0.499594 -0.304179 1.554876
H: -0.132848 -2.335207 0.328362
H: 3.266619 0.890725 -0.930649
H: 1.377387 -0.715394 0.219912
H: -1.144234 -1.987753 -0.925468
H: 3.542703 0.954209 1.633595
H: -2.023254 -1.413479 1.494395

Force components x, y, z for each atom (eV/Å):
0.2609 -0.7673 0.3600
-0.7966 -0.0780 -0.3570
-0.3167 3.2217 -0.3545
0.3217 -0.0667 -0.6330
-1.1263 1.1585 1.1423
1.0314 0.0437 0.7849
2.4838 -2.5354 -2.9807
-0.1916 2.0463 1.1168
2.1574 2.5842 -0.7816
-2.6466 -1.5977 -0.6780
0.9407 -3.6604 0.4100
3.2262 0.7144 0.9040
0.4556 -0.6074 0.8757
-2.2813 1.1317 1.7692
-1.7477 -0.9226 -0.4871
0.3125 -1.0819 0.6210
-0.2638 -0.3275 0.4677
0.1333 -0.0976 -0.5190
-1.3116 -0.0097 -1.4855
-0.2054 0.7337 -0.3875
-0.4359 0.1181 0.2121

***

Entry from OMol25: a single C7H9NO4 molecule in a non-equilibrium geometry (ωB97M-V/def2-TZVPD).

Output
Structure (SMILES) ... CN[C@@H]1C(=O)OC(=O)C(O)=C1C
Largest force on an atom ... 0.0781 hartree/bohr
Spin multiplicity ... 1
M ... 171.15 g/mol
Energy above the lowest of the compared OMol25 structures with the same formula, charge and spin ... 362.8 kJ/mol
HOMO (spin up / spin down) ... -8.7 / -8.7 eV
Gap between HOMO and LUMO (spin up / spin down) ... 8.050 / 8.051 eV

Cartesian coordinates (Å):
O: 1.765851 -1.362690 -0.190188
O: 0.005140 -2.378145 -0.922669
O: 0.915252 -0.171934 1.978583
O: 3.474589 0.197852 -0.281146
N: -1.395258 -0.321275 0.666965
C: -2.368242 -1.426388 0.466348
C: 1.411023 0.645282 0.986798
C: 0.517030 -1.381305 -0.546156
C: 2.413094 -0.052176 0.125060
C: -0.372054 -0.109038 -0.355517
C: 0.590918 1.068655 -0.036843
C: 0.824088 2.228101 -0.882099
H: -1.918268 -2.153774 -0.121277
H: -0.717813 0.147171 -1.462150
H: -3.278127 -1.216830 -0.125018
H: 1.357970 3.048462 -0.429886
H: -1.845819 0.653679 0.833366
H: -2.708938 -1.827020 1.373303
H: 1.565542 1.910051 -1.807570
H: -0.028898 -0.135710 2.014319
H: -0.207082 2.637034 -1.284221

Force components x, y, z for each atom (eV/Å):
2.8324 1.2327 0.0968
-0.6029 -1.5652 -0.9613
2.5214 0.6635 -0.6605
1.1186 0.2126 -1.0439
-1.3930 2.0032 0.0534
-0.7345 1.8885 -1.0238
-0.2493 -1.6104 0.5065
-1.5823 1.0039 0.9652
-1.0701 -0.4413 1.8180
-0.1290 2.0777 -2.2941
-1.2172 -1.2772 1.4378
0.2026 0.0767 -4.0082
1.0544 -1.4897 -0.5759
0.0028 -0.6731 1.9856
0.2786 0.7509 0.1924
-0.0269 0.0394 0.4930
0.6757 -2.4528 -0.4336
-0.1303 -0.4615 1.4451
-2.0168 0.8450 1.7242
-1.6976 0.0300 -0.1996
2.1634 -0.8529 0.4829